1) Formula: C4H12N2S
Source: OMol25
Level of theory: ωB97M-V with the def2-TZVPD basis set

Last column: Mulliken charge in e.
Geometry (Å):
N1 -2.4581 -0.5185 1.3042  -0.592
C1 -1.6145 0.2814 0.3049  -0.863
C2 -0.2140 0.5732 0.8028  0.353
N2 -0.3150 1.4374 2.0134  -0.740
C3 0.8507 1.0472 -0.1358  -0.702
C4 0.9382 0.2700 -1.4772  -0.697
S1 1.4701 -1.4921 -1.3150  -0.216
H1 -3.1950 -0.8438 0.6740  0.262
H2 -1.8720 -1.3374 1.4606  0.264
H3 -1.6991 0.1481 -0.7822  0.365
H4 -2.2461 1.2002 0.2696  0.217
H5 0.0093 -0.5031 1.1487  0.228
H6 -0.9985 0.9360 2.5785  0.375
H7 -0.7817 2.2976 1.7452  0.278
H8 1.8004 0.8529 0.3631  0.256
H9 0.7548 2.1287 -0.2815  0.378
H10 1.6180 0.8813 -2.0673  0.434
H11 -0.0599 0.1761 -1.8842  0.272
H12 2.6008 -1.2602 -1.9684  0.127

The calculation puts the HOMO-LUMO gap at 10.04 eV. The HOMO energy is -0.3383 hartree. Its net charge is 0.



2) Formula: C4H12N2S
Source: OMol25
Level of theory: ωB97M-V with the def2-TZVPD basis set

Last column: Mulliken charge in e.
Geometry (Å):
N1 -2.0922 1.3646 0.5566  -0.593
C1 -0.8118 1.6676 -0.0885  -0.511
C2 0.3815 1.0107 0.5832  -0.777
N2 0.2623 -0.3768 0.9691  -0.308
C3 -0.0400 -1.2985 -0.1571  -0.295
C4 1.1594 -2.1538 -0.4997  -0.802
S1 2.5757 -1.1823 -1.1373  -0.259
H1 -2.7234 2.1131 0.4055  0.246
H2 -1.9716 1.4533 1.5701  0.216
H3 -0.5875 2.7450 -0.1116  0.368
H4 -0.8643 1.3927 -1.1438  0.321
H5 1.2573 1.2413 -0.0252  0.277
H6 0.5966 1.5471 1.5089  0.410
H7 -0.5191 -0.4533 1.6047  0.293
H8 -0.8754 -1.9278 0.1394  0.412
H9 -0.4329 -0.7343 -1.0064  0.161
H10 0.9665 -2.9272 -1.2300  0.400
H11 1.5550 -2.4997 0.4552  0.332
H12 2.1639 -0.9816 -2.3931  0.109

The calculation puts the HOMO-LUMO gap at 9.75 eV. The HOMO energy is -0.3232 hartree. Its net charge is 0.



Stability verdict: 2), ahead by 0.509 eV



1) Formula: C4H12N2S
Source: OMol25
Level of theory: ωB97M-V with the def2-TZVPD basis set

Last column: Mulliken charge in e.
Geometry (Å):
N1 0.2948 -1.9840 0.3439  -0.543
C1 -1.1356 -1.8607 -0.0011  -0.528
C2 -1.6306 -0.4468 0.2632  -0.654
N2 -0.8294 0.5197 -0.4813  -0.270
C3 0.2277 1.1790 0.2567  -0.809
C4 1.4507 1.3800 -0.6219  -0.612
S1 2.9829 1.8782 0.2458  -0.234
H1 0.5129 -2.9679 0.4378  0.245
H2 0.7800 -1.6201 -0.4626  0.146
H3 -1.3195 -2.1265 -1.0515  0.281
H4 -1.7567 -2.5524 0.5713  0.413
H5 -2.6775 -0.4289 -0.0317  0.415
H6 -1.5121 -0.2667 1.3345  0.287
H7 -1.3761 1.1991 -0.9889  0.243
H8 0.0229 2.2081 0.6018  0.479
H9 0.4694 0.6056 1.1483  0.433
H10 1.2116 1.9937 -1.4952  0.373
H11 1.7874 0.4740 -1.1458  0.238
H12 2.4972 2.8165 1.0767  0.098

The calculation puts the HOMO-LUMO gap at 9.78 eV. The HOMO energy is -0.3201 hartree. Its net charge is 0.



2) Formula: C4H12N2S
Source: OMol25
Level of theory: ωB97M-V with the def2-TZVPD basis set

Last column: Mulliken charge in e.
Geometry (Å):
N1 0.0555 -0.8668 2.5421  -0.647
C1 -0.2887 -0.6663 1.0357  -0.846
C2 0.3896 0.5040 0.3281  0.260
N2 0.2911 1.6950 1.1447  -0.693
C3 -0.3374 0.8113 -0.9778  -0.846
C4 -0.4499 -0.3577 -1.9557  -0.667
S1 1.0943 -1.1712 -2.3341  -0.223
H1 1.0931 -0.8947 2.7416  0.244
H2 0.0034 -1.8935 2.6886  0.264
H3 -0.1524 -1.5806 0.5453  0.466
H4 -1.3395 -0.4421 1.0092  0.223
H5 1.4361 0.3466 0.1065  0.452
H6 1.0585 1.6793 1.8155  0.264
H7 -0.5534 1.8159 1.6945  0.261
H8 -0.0389 1.7372 -1.4766  0.408
H9 -1.3765 1.0161 -0.7326  0.262
H10 -0.7195 0.1712 -2.8852  0.410
H11 -1.2840 -1.0796 -1.6702  0.285
H12 1.1185 -0.8241 -3.6196  0.121

The calculation puts the HOMO-LUMO gap at 9.90 eV. The HOMO energy is -0.3338 hartree. Its net charge is 0.



3) Formula: C4H12N2S
Source: OMol25
Level of theory: ωB97M-V with the def2-TZVPD basis set

Last column: Mulliken charge in e.
Geometry (Å):
C1 1.5879 0.9631 -0.5643  -1.224
C2 0.7314 -0.2148 -0.0383  0.142
C3 1.1729 -1.5174 -0.7588  -1.119
S1 0.2734 -3.1012 -0.5203  -0.219
N1 -0.7348 -0.1077 -0.1679  -0.303
C4 -1.2966 0.6672 0.9242  -0.209
N2 -2.4242 1.5504 0.6060  -0.534
H1 1.9932 1.2938 0.4193  0.281
H2 2.3319 0.8252 -1.3490  0.399
H3 0.9369 1.7045 -1.0146  0.323
H4 0.9182 -0.4219 1.0151  0.518
H5 1.0435 -1.3662 -1.8583  0.333
H6 2.2102 -1.7871 -0.6331  0.460
H7 0.2440 -3.0205 0.8775  0.101
H8 -1.0632 0.2450 -1.0584  0.230
H9 -1.5758 -0.0824 1.6697  0.257
H10 -0.4553 1.3262 1.3334  0.166
H11 -3.0253 1.5399 1.4105  0.219
H12 -2.8684 1.5040 -0.2926  0.180

The calculation puts the HOMO-LUMO gap at 9.39 eV. The HOMO energy is -0.3076 hartree. Its net charge is 0.



4) Formula: C4H12N2S
Source: OMol25
Level of theory: ωB97M-V with the def2-TZVPD basis set

Last column: Mulliken charge in e.
Geometry (Å):
C1 -0.0041 -0.3138 1.0385  -0.498
N1 -0.8590 0.6247 0.3596  -0.228
C2 -2.0931 0.1200 -0.1937  -0.399
N2 -2.2336 0.7179 -1.5330  -0.689
C3 1.4823 -0.0277 0.9494  0.023
C4 1.9707 0.4268 -0.3788  -0.865
S1 1.5051 -0.6694 -1.7021  -0.306
H1 -0.1681 -1.2952 0.5634  0.353
H2 -0.2757 -0.4521 2.0956  0.315
H3 -0.5022 1.3771 -0.1982  0.258
H4 -2.0443 -0.9696 -0.2900  0.308
H5 -2.9798 0.4247 0.3674  0.305
H6 -3.0968 0.3272 -1.9390  0.259
H7 -1.5102 0.2650 -2.0851  0.214
H8 2.0496 -1.1692 0.9601  -0.722
H9 1.8445 0.5345 1.8177  0.372
H10 3.0542 0.5700 -0.3445  0.361
H11 1.5361 1.4188 -0.5423  0.401
H12 2.3244 -1.9099 1.0550  0.538

The calculation puts the HOMO-LUMO gap at 5.71 eV. The HOMO energy is -0.2887 hartree. Its net charge is 0.



Stability verdict: 1), ahead by 0.301 eV